(1)
Here is a cluster of 2 separate species, C2H5NO4 in total from the Open Molecules 2025 dataset. Energies are from ωB97M-V with the def2-TZVPD basis set.

SMILES = O=CNC(=O)O.O
HOMO = -11.10 eV
E_LUMO = 0.28 eV

```
12
C2H5NO4 (ωB97M-V with the def2-TZVPD basis set)
O -1.493 0.124 -1.332
C -0.463 -0.571 -0.951
N 0.734 -0.720 -1.471
C 0.992 0.315 -2.540
O 2.151 0.790 -2.531
O -0.071 0.467 -3.277
H -0.438 -1.254 -0.112
H 1.597 -0.797 -0.893
H -0.932 0.416 -2.746
O -0.411 0.484 5.440
H -1.084 -0.186 5.736
H -0.582 0.934 4.676
```

Atomic partial charges in e from the natural (NBO) method, atoms 1 to 2: -0.632, 0.529

(2)
Here is the molecule C2H5NOS from the Open Molecules 2025 dataset. Energies are from ωB97M-V with the def2-TZVPD basis set.

SMILES = O/N=C\CS
HOMO = -9.11 eV
E_LUMO = 0.74 eV

```
10
C2H5NOS (ωB97M-V with the def2-TZVPD basis set)
O -0.993 -1.384 0.151
N -1.695 -0.115 -0.438
C -0.694 0.796 -0.296
C 0.880 0.638 0.300
S 2.041 -0.555 -0.297
H -1.670 -2.015 0.043
H -1.041 1.995 -0.465
H 1.311 1.632 -0.081
H 0.807 0.593 1.495
H 1.053 -1.584 -0.411
```

Atomic partial charges in e from the natural (NBO) method, atoms 1 to 2: -0.640, -0.127

(3)
Here is a cluster of 2 separate species, C2H5NOS in total from the Open Molecules 2025 dataset. Energies are from ωB97M-V with the def2-TZVPD basis set.

HOMO (alpha / beta) = -8.79 / -7.11 eV
E_LUMO (alpha / beta) = 0.29 / 0.03 eV

```
10
C2H5NOS (ωB97M-V with the def2-TZVPD basis set)
C 2.677 -1.189 -0.565
C -1.594 0.127 0.055
N -0.437 0.361 -0.644
O 0.403 1.203 0.007
S 2.708 -0.050 0.468
H 2.046 -1.766 -1.094
H -2.373 -0.184 -0.618
H -1.376 -0.723 0.687
H -2.189 0.947 0.757
H 0.136 1.274 0.948
```

Atomic partial charges in e from the natural (NBO) method, atoms 1 to 2: -0.399, -0.518

(4)
Here is the molecule C2H5NOS from the Open Molecules 2025 dataset. Energies are from ωB97M-V with the def2-TZVPD basis set.

SMILES = CN(S)C=O
HOMO = -9.94 eV
E_LUMO = 0.59 eV

```
10
C2H5NOS (ωB97M-V with the def2-TZVPD basis set)
C 0.830 -1.100 0.845
N 0.092 -0.127 0.058
S -0.715 -0.609 -1.359
C 0.065 1.189 0.468
O 0.610 1.661 1.436
H 0.106 -1.770 1.311
H 1.364 -0.480 1.566
H 1.555 -1.642 0.215
H -1.900 -1.079 -0.917
H -0.580 1.790 -0.205
```

Atomic partial charges in e from the natural (NBO) method, atoms 1 to 2: -0.427, -0.590

(5)
Here is a cluster of 2 separate species, C2H5NOS in total from the Open Molecules 2025 dataset. Energies are from ωB97M-V with the def2-TZVPD basis set.

SMILES = C=C=O.NS
HOMO = -8.56 eV
E_LUMO = 0.63 eV

```
10
C2H5NOS (ωB97M-V with the def2-TZVPD basis set)
C -1.746 -0.601 -0.090
C -2.247 0.522 0.241
O -2.567 1.609 0.538
H -1.953 -1.139 -1.029
H -1.464 -1.370 0.647
N 2.680 -0.072 -0.026
S 0.933 0.234 0.425
H 2.968 0.508 -0.881
H 3.141 0.427 0.752
H 0.257 -0.118 -0.577
```

Atomic partial charges in e from the natural (NBO) method, atoms 1 to 2: -0.834, 0.718

(6)
Here is the molecule C2H5NOS2 from the Open Molecules 2025 dataset. Energies are from ωB97M-V with the def2-TZVPD basis set.

HOMO = -8.62 eV
E_LUMO = 0.13 eV

```
11
C2H5NOS2 (ωB97M-V with the def2-TZVPD basis set)
C 0.933 0.277 0.655
C 0.174 -0.543 -0.360
N -1.076 -0.182 -0.641
O -1.691 -0.895 -1.611
S -1.860 1.368 -0.145
S 0.684 -2.025 -0.987
H 1.617 0.943 0.010
H 1.564 -0.162 1.489
H 0.373 0.975 1.354
H -3.069 0.680 0.028
H -0.580 -1.761 -1.640
```

Atomic partial charges in e from the natural (NBO) method, atoms 1 to 2: -0.700, 0.072

(7)
Here is the molecule C2H5NS2 from the Open Molecules 2025 dataset. Energies are from ωB97M-V with the def2-TZVPD basis set.

SMILES = CS/C=N\S
HOMO = -8.86 eV
E_LUMO = 0.65 eV

```
10
C2H5NS2 (ωB97M-V with the def2-TZVPD basis set)
C -1.781 -0.653 0.281
S -0.513 -0.130 -0.983
C 0.472 1.077 -0.219
N 1.643 0.856 0.021
S 2.493 -0.676 -0.309
H -2.660 -0.878 -0.252
H -1.402 -1.525 0.865
H -1.953 0.119 1.064
H -0.090 2.042 -0.220
H 3.790 -0.232 -0.247
```

Atomic partial charges in e from the natural (NBO) method, atoms 1 to 2: -0.712, 0.140

(8)
Here is the molecule C2H5NS2 from the Open Molecules 2025 dataset. Energies are from ωB97M-V with the def2-TZVPD basis set.

SMILES = CN1S[C@@H]1S
HOMO = -8.82 eV
E_LUMO = 0.59 eV

```
10
C2H5NS2 (ωB97M-V with the def2-TZVPD basis set)
C -0.072 -0.750 1.203
N 0.465 0.255 0.311
S 1.696 -0.277 -0.867
C -0.059 0.142 -0.935
S -0.524 1.687 -1.754
H 0.378 -0.647 2.199
H -1.204 -0.434 1.254
H -0.104 -1.845 0.806
H -0.830 -0.621 -1.237
H 0.253 2.490 -0.979
```

Atomic partial charges in e from the natural (NBO) method, atoms 1 to 2: -0.432, -0.493

(9)
Here is a cluster of 2 separate species, C2H5O in total from the Open Molecules 2025 dataset. Energies are from ωB97M-V with the def2-TZVPD basis set.

net charge = +1
HOMO (alpha / beta) = -13.87 / -13.35 eV
E_LUMO (alpha / beta) = -9.49 / -10.02 eV

```
8
C2H5O (ωB97M-V with the def2-TZVPD basis set)
C -1.330 -1.999 -0.728
C 1.312 2.132 0.732
O -0.505 -1.129 -0.703
H -1.614 -2.755 0.177
H -1.699 -2.495 -1.772
H 0.854 2.175 1.635
H 0.756 2.344 -0.128
H 2.226 1.727 0.787
```

Atomic partial charges in e from the natural (NBO) method, atoms 1 to 2: 0.295, 0.329

(10)
Here is a cluster of 2 separate species, C2H5O2 in total from the Open Molecules 2025 dataset. Energies are from ωB97M-V with the def2-TZVPD basis set.

net charge = -1
HOMO = -2.30 eV
E_LUMO = 3.57 eV

```
9
C2H5O2 (ωB97M-V with the def2-TZVPD basis set)
O -2.808 -0.406 0.105
H -2.063 -0.985 0.318
C 0.051 0.886 -0.515
C 0.876 -0.111 -0.182
O 1.955 -0.007 0.689
H -0.997 0.544 -0.605
H 0.389 1.913 -0.584
H 0.665 -1.110 -0.549
H 1.933 -0.724 1.324
```

Atomic partial charges in e from the natural (NBO) method, atoms 1 to 2: -1.338, 0.378

(11)
Here is a cluster of 2 separate species, C2H5O2 in total from the Open Molecules 2025 dataset. Energies are from ωB97M-V with the def2-TZVPD basis set.

multiplicity = 2
<S²> = 0.7650
HOMO (alpha / beta) = -10.28 / -10.45 eV
E_LUMO (alpha / beta) = 0.88 / -1.91 eV

```
9
C2H5O2 (ωB97M-V with the def2-TZVPD basis set)
O 0.954 1.612 -2.324
H 1.220 1.766 -1.405
O -0.306 0.268 0.255
C -0.611 -0.428 1.205
C -0.301 -1.807 1.384
H -1.283 -0.044 1.990
H -0.021 -2.496 0.599
H -0.492 -2.315 2.325
H 0.376 0.841 -2.263
```

Atomic partial charges in e from the natural (NBO) method, atoms 1 to 2: -0.944, 0.473

(12)
Here is a cluster of 2 separate species, C2H5O2 in total from the Open Molecules 2025 dataset. Energies are from ωB97M-V with the def2-TZVPD basis set.

net charge = +1
HOMO (alpha / beta) = -15.56 / -14.69 eV
E_LUMO (alpha / beta) = -7.00 / -7.27 eV

```
9
C2H5O2 (ωB97M-V with the def2-TZVPD basis set)
C 1.033 0.742 -1.079
C -0.476 -0.412 0.378
O -1.056 -1.621 0.512
O 0.272 -0.184 -0.690
H 1.611 0.581 -1.927
H 1.115 1.623 -0.498
H -1.720 1.104 0.653
H -0.013 0.038 1.202
H -0.765 -1.871 1.449
```

Atomic partial charges in e from the natural (NBO) method, atoms 1 to 2: 0.336, 0.391

(13)
Here is a cluster of 2 separate species, C2H5O2S in total from the Open Molecules 2025 dataset. Energies are from ωB97M-V with the def2-TZVPD basis set.

net charge = -1
HOMO = -2.71 eV
E_LUMO = 3.46 eV

```
10
C2H5O2S (ωB97M-V with the def2-TZVPD basis set)
S -0.076 -1.173 -2.275
H -0.199 -1.791 -3.462
O 0.053 1.496 2.241
C 0.041 0.713 1.317
O -0.454 -0.535 1.485
C 0.510 0.926 -0.077
H -0.841 -0.559 2.376
H 1.169 0.103 -0.355
H 1.005 1.878 -0.219
H -0.324 0.754 -0.774
```

Atomic partial charges in e from the natural (NBO) method, atoms 1 to 2: -1.070, 0.090

(14)
Here is a cluster of 2 separate species, C2H5O2S in total from the Open Molecules 2025 dataset. Energies are from ωB97M-V with the def2-TZVPD basis set.

net charge = -1
HOMO = -4.04 eV
E_LUMO = 3.57 eV

```
10
C2H5O2S (ωB97M-V with the def2-TZVPD basis set)
C 0.495 0.486 1.654
S 0.925 -1.192 1.090
H -0.104 0.942 0.864
H 1.340 1.112 1.911
H -0.146 0.354 2.533
O 0.211 1.087 -1.263
C -0.791 0.585 -1.805
O -1.935 0.386 -1.377
H -0.678 0.212 -2.890
H -0.151 -1.459 0.272
```

Atomic partial charges in e from the natural (NBO) method, atoms 1 to 2: -0.739, -0.124

(15)
Here is a structure of composition C2H5O2S2 from the Open Molecules 2025 dataset. Energies are from ωB97M-V with the def2-TZVPD basis set.

net charge = -1
HOMO = -3.19 eV
E_LUMO = 3.65 eV

```
11
C2H5O2S2 (ωB97M-V with the def2-TZVPD basis set)
C -1.665 1.002 -0.991
S -2.230 0.647 0.733
S -1.224 -1.058 1.395
H -0.619 0.638 -1.078
H -1.983 0.568 -2.116
H -1.602 2.075 -1.095
H 0.299 -0.474 0.617
O 1.196 -0.327 0.093
C 2.306 -0.871 0.617
O 3.056 -0.359 1.479
H 2.466 -1.842 0.346
```

Atomic partial charges in e from the natural (NBO) method, atoms 1 to 2: -0.786, 0.005

(16)
Here is a cluster of 2 separate species, C2H5O3 in total from the Open Molecules 2025 dataset. Energies are from ωB97M-V with the def2-TZVPD basis set.

net charge = -1
HOMO = -4.40 eV
E_LUMO = 4.38 eV

```
10
C2H5O3 (ωB97M-V with the def2-TZVPD basis set)
C -0.249 -1.704 -0.066
O 0.734 -0.881 -0.642
H -0.371 -1.447 0.998
H -1.203 -1.734 -0.590
H 0.206 -2.702 0.000
O 0.714 1.681 1.299
C 0.160 2.108 0.295
O 0.169 1.626 -0.889
H -0.526 2.997 0.323
H 0.367 0.055 -0.728
```

Atomic partial charges in e from the natural (NBO) method, atoms 1 to 2: -0.244, -0.779

(17)
Here is the molecule C2H5OP from the Open Molecules 2025 dataset. Energies are from ωB97M-V with the def2-TZVPD basis set.

SMILES = O=CCP
HOMO = -9.05 eV
E_LUMO = 0.02 eV

```
9
C2H5OP (ωB97M-V with the def2-TZVPD basis set)
O -1.811 1.075 -0.575
C -1.415 0.163 0.158
C -0.105 -0.584 0.305
P 1.040 1.178 0.298
H -2.243 -0.251 0.822
H 0.581 -0.974 -0.441
H 0.232 -1.281 1.322
H 0.624 2.446 0.577
H 0.477 1.360 -0.946
```

Atomic partial charges in e from the natural (NBO) method, atoms 1 to 2: -0.544, 0.366

(18)
Here is the molecule C2H5OP from the Open Molecules 2025 dataset. Energies are from ωB97M-V with the def2-TZVPD basis set.

SMILES = O[C@@H]1CP1
HOMO = -9.36 eV
E_LUMO = 1.01 eV

```
9
C2H5OP (ωB97M-V with the def2-TZVPD basis set)
O 1.070 1.016 0.734
C 0.492 0.480 -0.498
C -0.599 -0.483 -0.178
P 0.824 -1.239 -1.097
H 0.915 0.351 1.397
H 0.178 1.339 -1.118
H -0.706 -0.557 0.927
H -1.519 -0.490 -0.717
H 1.553 -1.589 0.010
```

Atomic partial charges in e from the natural (NBO) method, atoms 1 to 2: -0.700, -0.143

(19)
Here is a cluster of 2 separate species, C2H5OP in total from the Open Molecules 2025 dataset. Energies are from ωB97M-V with the def2-TZVPD basis set.

multiplicity = 3
<S²> = 2.0062
HOMO (alpha / beta) = -7.67 / -11.96 eV
E_LUMO (alpha / beta) = -1.13 / -0.86 eV

```
9
C2H5OP (ωB97M-V with the def2-TZVPD basis set)
C 0.020 -0.381 0.464
C 1.243 0.381 0.574
O -2.859 0.239 -1.407
P -2.695 -0.964 -2.229
H -0.257 -0.811 1.365
H -0.307 -0.391 -0.545
H 2.242 -0.235 0.590
H 1.358 1.213 -0.268
H 1.255 0.948 1.455
```

Atomic partial charges in e from the natural (NBO) method, atoms 1 to 2: -0.306, -0.679

(20)
Here is a cluster of 2 separate species, C2H5OS in total from the Open Molecules 2025 dataset. Energies are from ωB97M-V with the def2-TZVPD basis set.

net charge = -1
HOMO = -2.80 eV
E_LUMO = 3.82 eV

```
9
C2H5OS (ωB97M-V with the def2-TZVPD basis set)
S -2.629 -0.614 -0.962
H -3.631 -1.162 -0.187
O 2.595 0.583 -0.702
C 1.440 0.813 -0.203
C 0.455 -0.191 0.289
H 1.031 1.758 -0.067
H 0.525 0.037 1.421
H -0.603 -0.064 0.310
H 0.817 -1.160 0.100
```

Atomic partial charges in e from the natural (NBO) method, atoms 1 to 2: -1.054, 0.091